Entry from OMol25: a cluster of 4 separate species, H9NO3 in total (wB97M-V/def2-TZVPD).

```
13
Properties=species:S:1:pos:R:3
N -0.606 -2.170 0.535
H -1.419 -2.423 0.003
H 0.212 -1.738 0.057
H -0.856 -1.655 1.371
H -0.603 1.100 1.934
H -1.611 0.767 0.812
O -0.929 1.388 1.063
H 0.075 1.851 -0.139
H 0.905 2.053 -1.546
O 0.561 2.455 -0.774
H 1.638 -0.242 -0.351
H 1.518 -0.977 -1.807
O 1.116 -0.409 -1.159
```

Properties
- HOMO (Eh) = -0.35520
- electronic energy (eV) = -7778.258
- frontier orbital gap (eV) = 10.0
- energy above the lowest of the compared OMol25 structures with the same formula, charge and spin (eV) = 0.907
- lowest unoccupied orbital energy (eV) = 0.3717
- SMILES = N.O.O.O

Löwdin analysis output, partial charges in e:
1 N 0.009
2 H 0.001
3 H -0.012
4 H -0.013
5 H 0.079
6 H 0.055
7 O -0.035
8 H -0.020
9 H -0.017
10 O -0.101
11 H 0.069
12 H 0.046
13 O -0.061



Entry from OMol25: a cluster of 4 separate species, H9O4 in total (wB97M-V/def2-TZVPD).

```
13
Properties=species:S:1:pos:R:3
O 1.261 2.147 0.356
H 2.062 2.334 0.852
H 0.943 3.021 0.105
O -0.671 -0.885 -2.378
H -1.481 -1.355 -2.645
H -0.327 -0.561 -3.223
O -0.346 -1.476 1.984
H -1.256 -1.673 2.285
H 0.188 -1.464 2.803
O -0.001 -0.110 -0.039
H -0.290 -0.191 -1.013
H -0.281 -0.625 0.806
H 0.199 0.839 0.108
```

Properties
- HOMO (Eh) = -0.60111
- electronic energy (eV) = -8329.743
- frontier orbital gap (eV) = 13.3
- energy above the lowest of the compared OMol25 structures with the same formula, charge and spin (eV) = 0.382
- net charge = +1
- lowest unoccupied orbital energy (eV) = -3.1000

Löwdin analysis output, partial charges in e:
1 O -0.016
2 H 0.082
3 H 0.080
4 O -0.007
5 H 0.102
6 H 0.095
7 O 0.016
8 H 0.115
9 H 0.118
10 O 0.164
11 H 0.100
12 H 0.070
13 H 0.081



Entry from OMol25: a cluster of 4 separate species, H9O4 in total (wB97M-V/def2-TZVPD).

```
13
Properties=species:S:1:pos:R:3
O -1.392 0.407 2.370
H -1.830 -0.150 3.029
H -2.033 0.407 1.644
O 1.096 0.915 -2.581
H 1.289 0.174 -3.249
H 0.858 1.767 -3.065
O 0.087 -1.595 0.034
H 0.126 -1.998 -0.857
H 0.380 -2.253 0.686
O 0.571 0.741 0.613
H 0.737 1.127 -0.272
H 0.335 -0.364 0.409
H -0.224 0.822 1.239
```

Properties
- HOMO (alpha / beta) (Eh) = -0.72075 / -0.71976
- multiplicity = 2
- electronic energy (eV) = -8312.420
- frontier orbital gap (alpha / beta) (eV) = 9.9 / 2.4
- energy above the lowest of the compared OMol25 structures with the same formula, charge and spin (eV) = 2.207
- net charge = +2
- lowest unoccupied orbital energy (alpha / beta) (eV) = -9.6903 / -17.1682

Löwdin analysis output, partial charges in e:
1 O -0.005
2 H 0.106
3 H 0.080
4 O 0.532
5 H 0.244
6 H 0.239
7 O 0.080
8 H 0.137
9 H 0.145
10 O 0.141
11 H 0.116
12 H 0.076
13 H 0.108



Entry from OMol25: a cluster of 5 separate species, H9O4S in total (wB97M-V/def2-TZVPD).

```
14
Properties=species:S:1:pos:R:3
S -1.525 2.127 0.167
H -0.519 1.560 0.898
H -3.011 -0.411 1.720
H -1.966 -1.073 0.927
O -2.751 -1.308 1.443
H 4.008 0.789 -0.054
H 3.743 -0.647 -0.311
O 4.446 -0.077 0.081
H -2.166 0.903 -3.225
H -2.600 0.743 -1.799
O -2.480 0.224 -2.600
H 2.238 -0.804 1.388
H 0.936 -0.705 0.553
O 1.648 -1.322 0.810
```

Properties
- HOMO (Eh) = -0.12919
- electronic energy (eV) = -19172.907
- frontier orbital gap (eV) = 6.7
- energy above the lowest of the compared OMol25 structures with the same formula, charge and spin (eV) = 1.203
- net charge = -1
- lowest unoccupied orbital energy (eV) = 3.2261

Löwdin analysis output, partial charges in e:
1 S -0.219
2 H -0.469
3 H 0.014
4 H 0.003
5 O -0.109
6 H 0.047
7 H 0.034
8 O -0.096
9 H 0.024
10 H -0.089
11 O -0.131
12 H 0.034
13 H 0.037
14 O -0.080



Entry from OMol25: a cluster of 5 separate species, H9O4S in total (wB97M-V/def2-TZVPD).

```
14
Properties=species:S:1:pos:R:3
S 0.885 -1.820 1.121
H -0.151 -2.637 1.412
H 1.400 -1.552 -1.845
H 0.418 -1.133 -2.890
O 1.358 -1.078 -2.690
H 0.443 3.847 3.180
H 0.019 3.369 1.778
O -0.283 3.854 2.555
H -1.516 -1.986 -1.529
H -0.931 -2.924 -0.518
O -1.477 -2.924 -1.322
H 0.456 1.174 -0.069
H -0.788 1.848 0.405
O 0.169 1.962 0.412
```

Properties
- HOMO (Eh) = -0.12862
- electronic energy (eV) = -19173.070
- frontier orbital gap (eV) = 7.0
- energy above the lowest of the compared OMol25 structures with the same formula, charge and spin (eV) = 1.041
- net charge = -1
- lowest unoccupied orbital energy (eV) = 3.5301

Löwdin analysis output, partial charges in e:
1 S -0.193
2 H -0.448
3 H -0.023
4 H 0.009
5 O -0.099
6 H 0.025
7 H -0.014
8 O -0.074
9 H 0.007
10 H -0.058
11 O -0.111
12 H 0.015
13 H 0.045
14 O -0.083



Entry from OMol25: a structure of composition HIN3P (wB97M-V/def2-TZVPD).

```
6
Properties=species:S:1:pos:R:3
N -1.041 0.426 -0.107
N -1.136 -0.609 0.413
N 0.556 -1.690 -0.136
P 1.790 -0.914 -0.245
I 1.433 1.584 0.021
H -1.602 1.202 0.054
```

Properties
- HOMO (Eh) = -0.31568
- electronic energy (eV) = -21872.168
- frontier orbital gap (eV) = 7.4
- energy above the lowest of the compared OMol25 structures with the same formula, charge and spin (eV) = 4.500
- lowest unoccupied orbital energy (eV) = -1.2088

Löwdin analysis output, partial charges in e:
1 N -0.126
2 N 0.094
3 N -0.521
4 P 0.307
5 I 0.192
6 H 0.054



Entry from OMol25: a cluster of 2 separate species, HN2O2 in total (wB97M-V/def2-TZVPD).

```
5
Properties=species:S:1:pos:R:3
N 1.649 0.258 0.339
N -0.721 -0.449 -0.125
O -1.322 0.562 -0.518
O -1.302 -1.595 -0.106
H 1.696 1.225 0.409
```

Properties
- HOMO (alpha / beta) (Eh) = -0.11287 / -0.11080
- electronic energy (eV) = -7085.544
- frontier orbital gap (alpha / beta) (eV) = 7.0 / 6.8
- energy above the lowest of the compared OMol25 structures with the same formula, charge and spin (eV) = 3.743
- net charge = -1
- lowest unoccupied orbital energy (alpha / beta) (eV) = 3.8966 / 3.8212

Löwdin analysis output, partial charges in e:
1 N 0.035
2 N -0.396
3 O -0.212
4 O -0.236
5 H -0.191



Entry from OMol25: a cluster of 2 separate species, HN2O3P in total (wB97M-V/def2-TZVPD).

```
7
Properties=species:S:1:pos:R:3
N -4.936 -7.609 4.532
N -4.396 -6.990 5.318
O -6.083 -5.016 6.053
O -6.121 -7.339 7.098
O -4.323 -5.672 7.804
P -5.359 -6.090 6.821
H -1.267 0.176 -1.407
```

Properties
- HOMO (Eh) = 0.07012
- electronic energy (eV) = -18427.300
- frontier orbital gap (eV) = 2.7
- energy above the lowest of the compared OMol25 structures with the same formula, charge and spin (eV) = 1.999
- net charge = -2
- lowest unoccupied orbital energy (eV) = 4.5841

Löwdin analysis output, partial charges in e:
1 N 0.163
2 N 0.019
3 O -0.397
4 O -0.408
5 O -0.401
6 P 0.023
7 H -1.000



Entry from OMol25: a cluster of 2 separate species, HN2O3P in total (wB97M-V/def2-TZVPD).

```
7
Properties=species:S:1:pos:R:3
N 0.363 -1.770 -0.209
N 0.080 0.880 0.108
O 1.111 1.026 0.747
O 1.436 -1.349 -0.164
O -0.119 1.293 -1.051
P -1.181 -0.085 0.951
H -1.690 0.005 -0.382
```

Properties
- HOMO (alpha / beta) (Eh) = -0.34435 / -0.35462
- electronic energy (eV) = -18420.856
- frontier orbital gap (alpha / beta) (eV) = 8.2 / 7.9
- energy above the lowest of the compared OMol25 structures with the same formula, charge and spin (eV) = 1.679
- lowest unoccupied orbital energy (alpha / beta) (eV) = -1.1329 / -1.7478

Löwdin analysis output, partial charges in e:
1 N 0.060
2 N -0.751
3 O -0.064
4 O 0.019
5 O -0.073
6 P 0.914
7 H -0.105



Entry from OMol25: a cluster of 2 separate species, HN2O3P in total (wB97M-V/def2-TZVPD).

```
7
Properties=species:S:1:pos:R:3
N -0.400 -1.005 -2.068
N -0.505 0.751 1.813
O -1.370 -1.017 -2.722
O -0.033 1.253 2.789
O 0.230 0.588 0.684
P 0.898 -1.221 -1.348
H 1.179 0.651 0.851
```

Properties
- HOMO (alpha / beta) (Eh) = -0.34652 / -0.34654
- electronic energy (eV) = -18422.201
- frontier orbital gap (alpha / beta) (eV) = 9.2 / 9.2
- energy above the lowest of the compared OMol25 structures with the same formula, charge and spin (eV) = 0.334
- lowest unoccupied orbital energy (alpha / beta) (eV) = -0.1961 / -0.1962
- SMILES = [O-][N+]#P.O=NO

Löwdin analysis output, partial charges in e:
1 N -0.698
2 N -0.114
3 O -0.021
4 O 0.032
5 O -0.124
6 P 0.860
7 H 0.066



Entry from OMol25: a cluster of 2 separate species, HN3O4 in total (wB97M-V/def2-TZVPD).

```
8
Properties=species:S:1:pos:R:3
N -1.430 -0.093 -1.761
N -0.307 -0.298 -1.687
N 0.462 0.008 1.159
O -2.551 0.083 -1.574
O 1.715 0.516 1.390
O -0.424 0.359 1.882
O 0.305 -0.648 0.126
H 2.230 0.074 0.465
```

Properties
- HOMO (Eh) = -0.39631
- electronic energy (eV) = -12668.970
- frontier orbital gap (eV) = 10.6
- energy above the lowest of the compared OMol25 structures with the same formula, charge and spin (eV) = 1.746
- lowest unoccupied orbital energy (eV) = -0.1424
- SMILES = O=[N+]([O-])O.N#[N+][O-]

Löwdin analysis output, partial charges in e:
1 N -0.272
2 N 0.198
3 N -0.446
4 O 0.109
5 O 0.064
6 O 0.126
7 O -0.044
8 H 0.265



Entry from OMol25: a structure of composition HN3S (wB97M-V/def2-TZVPD).

```
5
Properties=species:S:1:pos:R:3
N -1.114 0.116 -0.069
N -0.759 0.616 -1.116
N 0.095 0.018 0.550
S 0.957 0.517 -0.883
H 0.821 -1.266 1.518
```

Properties
- HOMO (alpha / beta) (Eh) = -0.36715 / -0.36759
- electronic energy (eV) = -15314.915
- frontier orbital gap (alpha / beta) (eV) = 7.9 / 8.0
- energy above the lowest of the compared OMol25 structures with the same formula, charge and spin (eV) = 5.546
- lowest unoccupied orbital energy (alpha / beta) (eV) = -2.0849 / -2.0173

Löwdin analysis output, partial charges in e:
1 N -0.240
2 N -0.346
3 N -0.440
4 S 0.739
5 H 0.286



Entry from OMol25: a structure of composition HNO2S2 (wB97M-V/def2-TZVPD).

```
6
Properties=species:S:1:pos:R:3
N -0.196 -0.253 2.324
O 2.166 0.030 3.170
O 1.833 0.322 0.721
S -1.132 -0.418 0.216
S 1.283 0.096 2.046
H -1.046 -1.663 0.022
```

Properties
- HOMO (Eh) = -0.38917
- electronic energy (eV) = -27267.387
- frontier orbital gap (eV) = 8.1
- energy above the lowest of the compared OMol25 structures with the same formula, charge and spin (eV) = 1.929
- lowest unoccupied orbital energy (eV) = -2.5102

Löwdin analysis output, partial charges in e:
1 N -0.334
2 O -0.285
3 O -0.345
4 S 0.644
5 S 0.596
6 H -0.277



Entry from OMol25: a cluster of 2 separate species, HNO2S2 in total (wB97M-V/def2-TZVPD).

```
6
Properties=species:S:1:pos:R:3
N 1.583 -0.721 -0.062
O 1.673 -1.877 0.208
O -0.612 1.146 0.324
S -2.065 1.037 -0.138
S 1.730 0.727 -0.299
H -2.310 -0.312 -0.032
```

Properties
- HOMO (alpha / beta) (Eh) = -0.34419 / -0.26373
- electronic energy (eV) = -27266.368
- frontier orbital gap (alpha / beta) (eV) = 9.4 / 5.6
- energy above the lowest of the compared OMol25 structures with the same formula, charge and spin (eV) = 2.947
- lowest unoccupied orbital energy (alpha / beta) (eV) = -0.0014 / -1.5739

Löwdin analysis output, partial charges in e:
1 N -0.709
2 O 0.000
3 O -0.840
4 S 0.783
5 S 0.877
6 H -0.111



Entry from OMol25: a cluster of 2 separate species, HNO3S in total (wB97M-V/def2-TZVPD).

```
6
Properties=species:S:1:pos:R:3
N -0.587 -0.158 0.876
O 1.906 -0.359 0.175
O 0.417 1.116 -1.061
O -0.467 -1.127 -0.243
S 0.614 0.031 -0.187
H -1.883 0.496 0.439
```

Properties
- HOMO (Eh) = -0.41017
- electronic energy (eV) = -18478.089
- frontier orbital gap (eV) = 10.1
- energy above the lowest of the compared OMol25 structures with the same formula, charge and spin (eV) = 2.575
- lowest unoccupied orbital energy (eV) = -1.0374

Löwdin analysis output, partial charges in e:
1 N -0.118
2 O -0.210
3 O -0.254
4 O -0.247
5 S 0.531
6 H 0.298



Entry from OMol25: an isolated molecule of HNO4 (wB97M-V/def2-TZVPD).

```
6
Properties=species:S:1:pos:R:3
N 0.430 0.236 0.392
O 0.051 0.788 1.416
O 1.365 -0.632 0.639
O -0.163 -0.853 2.391
O 0.298 -1.578 1.466
H -0.212 -0.092 -0.371
```

Properties
- HOMO (Eh) = -0.35882
- electronic energy (eV) = -9686.325
- frontier orbital gap (eV) = 8.8
- energy above the lowest of the compared OMol25 structures with the same formula, charge and spin (eV) = 2.924
- lowest unoccupied orbital energy (eV) = -0.9711

Löwdin analysis output, partial charges in e:
1 N -0.167
2 O 0.062
3 O 0.011
4 O -0.039
5 O -0.073
6 H 0.206



Entry from OMol25: an isolated molecule of HNP4 (wB97M-V/def2-TZVPD).

```
6
Properties=species:S:1:pos:R:3
N 1.338 -1.076 0.397
P 1.364 -0.223 -0.958
P 0.122 -1.293 1.433
P -1.444 0.055 0.892
P -0.737 0.624 -1.057
H -0.643 1.912 -0.706
```

Properties
- HOMO (alpha / beta) (Eh) = -0.31924 / -0.31924
- electronic energy (eV) = -38660.259
- frontier orbital gap (alpha / beta) (eV) = 6.9 / 6.9
- energy above the lowest of the compared OMol25 structures with the same formula, charge and spin (eV) = 0.000
- lowest unoccupied orbital energy (alpha / beta) (eV) = -1.8137 / -1.8128

Löwdin analysis output, partial charges in e:
1 N -0.872
2 P 0.491
3 P 0.306
4 P 0.115
5 P 0.174
6 H -0.215



Entry from OMol25: a cluster of 2 separate species, HO2PS in total (wB97M-V/def2-TZVPD).

```
5
Properties=species:S:1:pos:R:3
O -2.693 0.072 -0.372
O 0.395 -0.108 -0.461
P -1.757 0.724 0.428
S 1.484 -0.682 0.401
H 2.572 -0.006 0.005
```

Properties
- HOMO (alpha / beta) (Eh) = -0.31993 / -0.25659
- electronic energy (eV) = -24232.317
- frontier orbital gap (alpha / beta) (eV) = 7.8 / 5.1
- energy above the lowest of the compared OMol25 structures with the same formula, charge and spin (eV) = 2.899
- lowest unoccupied orbital energy (alpha / beta) (eV) = -0.9252 / -1.9250

Löwdin analysis output, partial charges in e:
1 O -0.514
2 O -0.910
3 P 0.897
4 S 0.674
5 H -0.146



Entry from OMol25: the ion HO2S with charge -1 (wB97M-V/def2-TZVPD).

```
4
Properties=species:S:1:pos:R:3
O 1.260 0.647 0.178
O -1.123 0.613 -0.628
S 0.165 -0.157 -0.423
H -0.302 -1.102 0.872
```

Properties
- HOMO (Eh) = -0.10493
- electronic energy (eV) = -14946.435
- frontier orbital gap (eV) = 7.3
- energy above the lowest of the compared OMol25 structures with the same formula, charge and spin (eV) = 0.169
- net charge = -1
- lowest unoccupied orbital energy (eV) = 4.4795

Löwdin analysis output, partial charges in e:
1 O -0.685
2 O -0.703
3 S 0.468
4 H -0.080



Entry from OMol25: the ion HO3P2S2 with charge -1 (wB97M-V/def2-TZVPD).

```
8
Properties=species:S:1:pos:R:3
O 0.900 -0.696 -0.064
O 0.814 1.206 1.656
O -1.989 4.167 1.026
P -1.605 2.838 1.494
P 0.393 2.576 0.655
S -1.130 1.758 -0.544
S 1.913 0.139 1.000
H 0.677 0.095 -0.614
```

Properties
- HOMO (Eh) = -0.14703
- electronic energy (eV) = -46408.877
- frontier orbital gap (eV) = 7.3
- energy above the lowest of the compared OMol25 structures with the same formula, charge and spin (eV) = 3.779
- net charge = -1
- lowest unoccupied orbital energy (eV) = 3.3090
- SMILES = [O-]P1#S#P1OSO

Löwdin analysis output, partial charges in e:
1 O -0.512
2 O -0.968
3 O -0.703
4 P 0.243
5 P 0.266
6 S 0.027
7 S 0.730
8 H -0.084